C20H29BBrCoF2NO10P2S2 | ωB97M-V with the def2-TZVPD basis set

Values from the calculation:
Frontier orbital gap (alpha / beta), eV: 3.75 / 5.68
Energy above the lowest of the compared OMol25 structures with the same formula, charge and spin, kJ/mol: 0.0
Max |F|, hartree/bohr: 0.0126

```
! wB97M-V def2-TZVPD RIJCOSX def2/J DEFGRID3
* xyz -2 4
Co 0.47973 -0.64766 1.04902
C -4.82911 -0.05012 0.18244
C -3.80890 -0.18707 1.28472
C -4.15189 -0.35022 2.60973
C -3.16920 -0.43580 3.57090
C -1.84743 -0.39244 3.14747
Br -0.47058 -0.32111 4.43226
N -1.48417 -0.31715 1.88873
C -2.44968 -0.16323 0.98325
H -5.82292 0.14435 0.58891
H -4.87967 -0.96028 -0.42030
H -4.56590 0.76693 -0.49130
H -5.19722 -0.38564 2.90091
H -3.40022 -0.50302 4.62306
H -2.09928 -0.03139 -0.03887
O 2.07876 5.13399 3.37634
C 1.92430 4.02182 2.83141
C 2.85746 2.79893 3.10052
O 3.82373 2.75721 3.85838
C 2.35084 1.74217 2.29632
C 1.21483 2.11621 1.60559
O 0.48651 1.38543 0.84724
C 0.93063 3.58706 1.89105
O -0.02301 4.22429 1.36540
O 2.87728 0.43971 2.27007
C -1.55094 1.53119 -5.27829
C -2.01760 0.48591 -4.27683
C -2.40758 1.11259 -2.94653
O -1.05023 -0.57621 -4.19175
P 0.24835 -0.68934 -3.23204
S 1.51129 -1.92410 -4.08032
S -0.37690 -1.14091 -1.38836
O 0.72270 0.83114 -3.33084
C 1.84856 1.53626 -2.71783
C 1.26826 2.66841 -1.89968
C 2.78631 0.65564 -1.91357
H -2.36581 2.23083 -5.49397
H -1.24420 1.04645 -6.20767
H -0.69932 2.08229 -4.87944
H -2.89413 -0.01442 -4.68792
H -1.55074 1.59285 -2.46863
H -2.79741 0.35929 -2.26120
H -3.17949 1.86898 -3.13053
H 2.39521 1.94530 -3.56785
H 0.70412 2.28196 -1.04937
H 0.61347 3.28996 -2.52171
H 2.06446 3.29842 -1.49492
H 2.28039 0.27812 -1.02666
H 3.63160 1.26497 -1.58206
H 3.15664 -0.18124 -2.50726
F 4.70452 -0.97436 2.08406
B 4.16623 0.24920 1.90505
F 4.93486 1.16231 1.31700
C -1.66074 -3.60143 1.21290
O -0.42874 -3.70142 1.92671
P 0.85930 -2.81788 1.45783
O 1.88038 -3.39789 2.57522
C 2.08063 -2.76584 3.83048
O 1.35858 -3.70618 0.21407
C 2.26016 -3.12312 -0.74430
H -2.03144 -4.61249 1.03966
H -1.54527 -3.10433 0.24799
H -2.38957 -3.05307 1.81576
H 2.93358 -3.25003 4.29946
H 1.20482 -2.88366 4.47104
H 2.29580 -1.70459 3.70710
H 1.93285 -3.40089 -1.73820
H 3.27019 -3.48855 -0.54533
H 2.25201 -2.03308 -0.69455
*
```

---

C20H29BF4NO16 | ωB97M-V with the def2-TZVPD basis set

Values from the calculation:
Frontier orbital gap, eV: 6.07
Max |F|, hartree/bohr: 0.0310

```
! wB97M-V def2-TZVPD RIJCOSX def2/J DEFGRID3
* xyz -1 1
C 3.83725 0.74765 0.98511
C 2.41069 0.42400 0.55181
C 2.21772 -1.01680 0.05514
C 0.80990 -1.21462 -0.55863
C -0.21246 -1.84670 0.39512
C -0.88665 -0.89890 1.39639
N -1.75433 0.14766 0.88196
C -1.09180 1.46422 0.86332
B -1.96450 2.43664 -0.05250
O -1.59108 2.64840 -1.36473
O -3.09658 3.07042 0.38902
C -0.86235 2.05570 2.26453
O -1.76718 2.02753 3.13209
O 0.29023 2.58092 2.43271
H 4.18363 0.06140 1.75765
H 3.82479 1.74303 1.43541
H 4.50601 0.81226 0.12673
H 1.70459 0.60030 1.36144
H 2.13778 1.09063 -0.26804
H 2.43836 -1.76996 0.81194
H 2.92958 -1.16101 -0.76744
H 0.94429 -1.93054 -1.37992
H 0.45453 -0.29983 -1.03355
H -0.97275 -2.31877 -0.22516
H 0.25324 -2.63829 0.98433
H -0.14469 -0.47455 2.07482
H -1.51636 -1.54590 2.02147
H -2.19720 -0.08546 0.00399
H -0.11982 1.37307 0.36028
H -0.63987 2.54090 -1.43962
H -3.63719 2.42985 0.86484
C 0.72739 -1.56406 5.93605
C 1.92963 -0.92541 5.28487
O 2.27393 -1.87270 4.28787
C 1.11811 -2.50611 3.93265
O 0.97860 -3.14802 2.94862
O 0.14413 -2.27992 4.84656
F 2.96605 -0.80266 6.15759
H 1.01486 -2.26586 6.72159
H 0.02942 -0.83720 6.34328
H 1.73306 0.04091 4.81666
C -3.45072 -3.64742 -3.53943
C -2.85093 -2.40601 -4.15330
O -3.14705 -1.41549 -3.17883
C -3.19939 -2.04856 -1.97451
O -3.15591 -1.50291 -0.92482
O -3.29455 -3.39166 -2.13945
F -3.46907 -2.06681 -5.31851
H -4.51246 -3.74585 -3.77487
H -2.93644 -4.55471 -3.83055
H -1.78163 -2.44518 -4.30744
C -0.49996 -3.40843 -8.89192
C 0.11159 -2.32728 -8.03389
O -0.69995 -2.36897 -6.87310
C -1.15926 -3.64331 -6.75604
O -1.64444 -4.09050 -5.77116
O -0.98175 -4.33071 -7.90870
F 0.00323 -1.10815 -8.61015
H -1.33727 -3.03458 -9.48245
H 0.21916 -3.88385 -9.55380
H 1.15210 -2.50250 -7.75515
C 0.86482 5.50908 3.96713
C 1.44317 6.04324 5.25175
O 2.23534 7.13411 4.80822
C 1.65326 7.59892 3.66212
O 1.89643 8.65453 3.17431
O 0.76839 6.70992 3.17516
F 2.24819 5.13791 5.86595
H 1.52693 4.79767 3.47414
H -0.10736 5.04104 4.09483
H 0.70254 6.40430 5.96827
*
```

---

C20H29BaN7 | ωB97M-V with the def2-TZVPD basis set

Values from the calculation:
Frontier orbital gap, eV: 8.06
Max |F|, hartree/bohr: 0.0172

```
! wB97M-V def2-TZVPD RIJCOSX def2/J DEFGRID3
* xyz 2 1
Ba -1.53403 -0.00345 -1.20027
C -1.35029 4.32384 1.14141
C -1.18856 3.05025 0.37043
N -1.96519 2.04446 0.47344
C -3.00834 1.98168 1.48883
C -3.56808 0.55467 1.60032
N -2.49208 -0.43911 1.46000
C -2.87376 -1.85266 1.65890
C -2.16813 -2.76290 0.65480
N -0.72751 -2.59384 0.67745
C -0.00088 -3.13060 -0.46359
C 1.32896 -2.41154 -0.64133
N 1.06450 -0.99473 -0.87465
C 2.01080 -0.15944 -1.04863
C 3.46187 -0.52924 -1.09749
C 1.60139 1.28231 -1.15822
C 2.33201 2.24705 -1.83960
C 1.85106 3.54842 -1.85795
C 0.69373 3.86874 -1.16045
C 0.02394 2.84993 -0.49744
N 0.46791 1.58891 -0.52530
H -2.34356 4.74666 0.98288
H -0.60127 5.06750 0.88756
H -1.26067 4.11475 2.21079
H -3.82647 2.67387 1.27142
H -2.59419 2.28153 2.45687
H -4.31326 0.36888 0.81905
H -4.10845 0.45546 2.54656
H -1.75234 -0.19904 2.11278
H -3.95010 -1.95575 1.51718
H -2.64851 -2.18324 2.67452
H -2.58266 -2.58849 -0.36348
H -2.42527 -3.80045 0.87699
H -0.45018 -1.64168 0.87316
H -0.58397 -3.02346 -1.40037
H 0.16567 -4.20122 -0.33699
H 1.88404 -2.85712 -1.47121
H 1.93710 -2.53473 0.26052
H 3.71565 -1.13230 -0.22391
H 4.11627 0.33707 -1.11315
H 3.66763 -1.14369 -1.97732
H 3.24969 1.99544 -2.35246
H 2.38881 4.31818 -2.39505
H 0.33037 4.88665 -1.13980
N 0.99198 1.38805 -7.51706
C 0.47642 1.13854 -6.30095
C 0.82924 -0.01178 -5.57013
C 0.26742 -0.22145 -4.33731
N -0.61434 0.60810 -3.74945
C -0.93496 1.71115 -4.44944
C -0.43530 2.01830 -5.68879
H 1.58216 0.71643 -7.97515
H 0.68004 2.17372 -8.05994
H 1.52398 -0.73345 -5.97895
H 0.53134 -1.11655 -3.78147
H -1.64353 2.38926 -3.98348
H -0.75204 2.92216 -6.19173
*
```

---

C20H29Cl30N2O | ωB97M-V with the def2-TZVPD basis set

Values from the calculation:
Frontier orbital gap, eV: 8.40
Max |F|, hartree/bohr: 0.1557

```
! wB97M-V def2-TZVPD RIJCOSX def2/J DEFGRID3
* xyz 1 1
C -0.51183 -6.44415 -0.69444
C 0.59434 -5.22579 -0.81113
C 0.80178 -5.00932 -2.43100
C -0.00705 -3.88191 -0.08457
N 1.07480 -2.95779 0.42051
C 1.67791 -2.94517 1.80128
C 2.77712 -1.77578 1.84815
N 2.81096 -1.11906 0.50771
C 1.79783 -1.87078 -0.23867
C 1.46172 -1.45153 -1.77598
C -0.05190 -0.78999 -1.72236
C 0.04352 0.81203 -2.01781
O -1.32611 1.33748 -1.79829
H -0.04683 -7.43484 -1.06897
H -1.34868 -6.15103 -1.46031
H -0.90850 -6.48628 0.38828
H 1.59590 -5.52332 -0.28437
H 0.54647 -5.97118 -3.03265
H 1.89644 -4.73524 -2.68402
H 0.12285 -4.12501 -2.74837
H -0.79755 -3.36346 -0.74614
H -0.56593 -4.25980 0.87297
H 1.40526 -3.60559 2.70362
H 3.43058 -1.42516 2.72633
H 3.36919 -0.31841 0.15103
H 2.23200 -0.69463 -2.21468
H 1.44287 -2.35980 -2.48466
H -0.48548 -0.87696 -0.63576
H -0.79030 -1.35251 -2.40624
H 0.38789 0.94093 -3.11757
H 0.75036 1.35844 -1.25989
H -1.95407 0.57641 -1.98252
C -3.94945 1.57323 0.22415
Cl -4.25234 1.15391 1.91757
Cl -5.18452 0.85875 -0.82430
Cl -3.89984 3.33027 0.01920
H -2.97932 1.16668 -0.06201
C 6.22323 -2.99383 0.94215
Cl 6.81527 -4.09839 -0.30789
Cl 7.11553 -1.46582 0.89651
Cl 4.48371 -2.70021 0.74547
H 6.38582 -3.45802 1.91555
C 6.84543 2.01777 2.26086
Cl 5.18786 2.52942 1.90233
Cl 8.00548 2.95371 1.30720
Cl 7.18614 2.18106 3.99023
H 6.94530 0.96733 1.98880
C -7.43152 3.52661 2.34930
Cl -7.73605 3.10964 4.04386
Cl -8.66764 2.81404 1.30081
Cl -7.37766 5.28362 2.14146
H -6.46190 3.11724 2.06402
C 0.28523 4.14855 -4.30026
Cl 1.50617 5.22495 -3.60434
Cl -1.03794 5.08566 -5.01045
Cl 1.01361 3.08273 -5.51273
H -0.12322 3.53005 -3.50033
C -3.34559 2.35807 -6.72165
Cl -4.51276 1.56602 -7.79086
Cl -3.55309 1.80559 -5.05253
Cl -1.69079 2.05395 -7.27034
H -3.52602 3.43288 -6.75238
C 10.20252 -4.64526 -2.89017
Cl 8.61931 -5.40675 -2.66606
Cl 11.14070 -5.51075 -4.11580
Cl 10.01552 -2.94245 -3.33713
H 10.74387 -4.69464 -1.94515
C 5.06635 5.79603 4.42332
Cl 4.99332 6.73807 2.92613
Cl 5.89386 6.70941 5.69365
Cl 3.43938 5.33463 4.94807
H 5.63502 4.88621 4.22887
C -8.42414 -0.69829 3.09740
Cl -8.26424 -1.71973 4.53464
Cl -9.77265 0.43300 3.28553
Cl -6.91527 0.17595 2.78458
H -8.63180 -1.34049 2.24125
C -9.42710 5.87450 5.93352
Cl -9.49651 6.81742 4.43717
Cl -8.59428 6.78376 7.20409
Cl -11.05563 5.42058 6.45904
H -8.86291 4.96250 5.73817
*
```

---

C20H29HoN2 | ωB97M-V with the def2-TZVPD basis set

Values from the calculation:
Frontier orbital gap (alpha / beta), eV: 7.95 / 8.15
Max |F|, hartree/bohr: 0.0320

```
! wB97M-V def2-TZVPD RIJCOSX def2/J DEFGRID3
* xyz 2 5
C 1.55742 1.97861 -1.04036
H 2.46755 2.58377 -0.99797
H 1.73564 1.24856 -1.85872
H 1.58139 1.47222 -0.00748
C 0.32063 2.85792 -1.28341
H -0.54364 2.25703 -1.65694
H -0.00286 3.31344 -0.33472
C 0.58733 3.98347 -2.30030
H -0.29983 4.60800 -2.43249
H 1.40625 4.62698 -1.95924
H 0.85905 3.58587 -3.28369
C -0.90874 -2.11504 -0.43701
C -1.58689 -1.35141 -1.44957
C -0.62135 -1.01827 -2.46222
C 0.64934 -1.55399 -2.06194
C 0.46710 -2.24838 -0.81951
C 1.44137 -3.17208 -0.17905
C 1.88460 -1.53445 -2.89300
C -0.86496 -0.28457 -3.73458
C -3.02510 -0.96584 -1.41652
C -1.53411 -2.74221 0.76018
Ho -0.01053 0.15471 -0.39208
H 2.76102 -1.83952 -2.30783
H 1.80337 -2.21840 -3.75526
H 2.08173 -0.53200 -3.30115
H 2.46771 -2.93571 -0.48478
H 1.39091 -3.10516 0.91489
H 1.24078 -4.22218 -0.45620
H -2.41429 -2.17819 1.09752
H -1.86323 -3.77247 0.54533
H -0.83244 -2.79729 1.60408
H -3.20809 -0.05410 -2.00220
H -3.65923 -1.76725 -1.83013
H -3.36265 -0.78116 -0.38532
H -0.05269 0.42592 -3.95679
H -0.91933 -0.97647 -4.59222
H -1.80653 0.27801 -3.69681
N 1.49767 -0.66489 3.70290
C 1.57284 -0.84632 2.37803
N 0.59634 -0.14286 1.76962
C -0.17687 0.46863 2.77246
C -1.12601 1.48779 2.62668
C -1.44429 2.20608 3.79159
C -0.84478 1.90354 5.02777
C 0.09883 0.86828 5.14856
C 0.39996 0.15978 3.99612
H 2.13191 -1.06340 4.39157
H 2.35872 -1.40553 1.87854
H -1.55636 1.69849 1.63490
H -2.17676 3.01734 3.74110
H -1.11859 2.49049 5.90576
H 0.60071 0.61422 6.08188
*
```

---

C20H29N2O4 | ωB97M-V with the def2-TZVPD basis set

Values from the calculation:
Frontier orbital gap, eV: 6.77
Energy above the lowest of the compared OMol25 structures with the same formula, charge and spin, kJ/mol: 679.4
Max |F|, hartree/bohr: 0.0964

```
! wB97M-V def2-TZVPD RIJCOSX def2/J DEFGRID3
* xyz 1 1
O 3.77660 4.43062 1.29854
C 3.64375 3.61811 0.35648
O 3.13727 4.12987 -0.90017
C 1.91423 3.38794 -1.22812
C 0.61955 4.33509 -1.33803
C -0.46245 4.11591 -0.19091
N -0.41068 4.76489 0.97482
C -1.51512 4.44298 1.96065
C -1.95680 2.97626 1.48818
C -1.10852 1.89654 2.31669
C 0.28723 1.47313 1.64869
C 0.84539 0.04864 2.16394
O 1.76182 0.05259 3.03096
N 0.36693 -1.26228 1.65278
C 0.38813 -1.22443 0.16040
C 1.60497 -1.67670 -0.69466
C 1.51651 -1.57209 -2.26088
C 0.22296 -1.02175 -2.94230
C -1.01385 -0.59453 -2.08636
C -0.92311 -0.70257 -0.54392
C -1.73095 3.14263 -0.09093
H 3.93144 2.52663 0.52624
H 2.03189 2.83851 -2.23578
H 1.81699 2.57295 -0.42879
H 0.12969 4.26966 -2.36435
H 1.00220 5.42280 -1.22603
H 0.34572 5.44592 1.17270
H -1.29013 4.58948 3.06710
H -2.36638 5.13037 1.60198
H -3.08751 2.84021 1.66344
H -1.70123 0.94634 2.56375
H -0.84560 2.39574 3.32677
H 0.29494 1.45295 0.50763
H 1.08778 2.24158 1.97369
H -0.60209 -1.44294 1.98076
H 2.56150 -2.08793 -0.22162
H 2.37876 -1.88049 -2.94607
H 0.10297 -0.91599 -4.08030
H -1.98534 -0.18017 -2.53647
H -1.80091 -0.40466 0.13559
H -1.64036 2.09553 -0.55335
H -2.60026 3.66203 -0.65080
C -0.47470 -6.57718 -1.23388
C -0.15073 -6.47083 0.23987
C -0.36710 -4.99405 0.50373
O -1.38656 -4.55457 -0.40386
C -1.60878 -5.58183 -1.37999
H -0.74866 -7.58440 -1.55206
H 0.38641 -6.25257 -1.82760
H -0.86563 -7.06292 0.82053
H 0.85606 -6.80631 0.49439
H 0.53950 -4.41565 0.29457
H -0.67907 -4.79322 1.53167
H -2.57592 -6.04754 -1.16205
H -1.65274 -5.13825 -2.37728
*
```

---

C20H29N5O6P | ωB97M-V with the def2-TZVPD basis set

Values from the calculation:
Frontier orbital gap, eV: 7.18
Energy above the lowest of the compared OMol25 structures with the same formula, charge and spin, kJ/mol: 485.9
Max |F|, hartree/bohr: 0.0237

```
! wB97M-V def2-TZVPD RIJCOSX def2/J DEFGRID3
* xyz 1 1
C -2.89134 3.21294 -1.29004
C -1.58120 3.23260 -2.10759
C -1.92577 3.69761 -3.51827
C -1.00988 1.80921 -2.03494
C 0.49316 1.68553 -2.26082
N 0.96105 1.72732 -3.68055
C 0.44654 0.88974 -4.60441
N -0.39876 1.44246 -5.59385
N 0.77260 -0.39760 -4.63464
C 0.10888 -1.29442 -5.61151
C 0.88238 -2.59460 -5.86804
O 0.59735 -3.60485 -5.27411
P 2.00510 -0.99941 -3.50110
O 3.22942 -0.19969 -3.51532
H -2.67098 2.97617 -0.25496
H -3.52177 2.42513 -1.69629
H -3.41515 4.15609 -1.37724
H -0.90381 3.92691 -1.61616
H -1.04620 3.98117 -4.09012
H -2.55876 4.57807 -3.46131
H -2.47822 2.93621 -4.05840
H -1.60197 1.13131 -2.65214
H -1.15818 1.48492 -1.00777
H 0.85936 0.81439 -1.73013
H 0.95761 2.53730 -1.77820
H 0.94920 2.67332 -4.03573
H -1.26639 0.92445 -5.66407
H 0.07165 1.46625 -6.49488
H -0.02067 -0.78703 -6.55842
H -0.86014 -1.58524 -5.21593
H 1.67756 -2.56975 -6.62629
H 1.33740 -1.07933 -2.27078
H 2.26698 -2.31966 -3.87809
C 3.99394 -2.62620 2.10224
C 3.77366 -1.89172 0.94352
C 2.53303 -1.32353 0.71355
C 1.53134 -1.50328 1.64617
C 1.72837 -2.23257 2.80397
C 2.97317 -2.79702 3.02836
N 0.22261 -0.89279 1.40428
O 0.05162 -0.27993 0.36117
O -0.62254 -1.02146 2.25518
H 4.96567 -3.06370 2.28531
H 4.56992 -1.75651 0.22494
H 2.35661 -0.74458 -0.17986
H 0.93034 -2.36002 3.52048
H 3.14731 -3.36869 3.92849
C -3.04148 -1.34490 5.77891
C -2.83580 -1.62442 7.12378
C -1.68184 -1.18985 7.75613
C -0.75152 -0.47618 7.02474
C -0.93781 -0.18865 5.68630
C -2.09196 -0.62916 5.06137
N 0.47237 -0.00122 7.68980
O 0.62445 -0.28464 8.85623
O 1.25908 0.63929 7.02418
H -3.94423 -1.68510 5.28946
H -3.57495 -2.18155 7.68191
H -1.51326 -1.40516 8.80035
H -0.19572 0.36985 5.13576
H -2.24946 -0.41381 4.01539
*
```